Entry 1:
81
Properties=species:S:1:pos:R:3 method="wB97M-V/def2-TZVPD" homo_lumo_gap_ha="0.1457 / 0.2041" spin_multiplicity=5 total_energy_ha=-3727.65066 lumo_energy_ev="-2.132 / -0.631" molar_mass_g_mol=691.8
Mn 0.106 0.263 0.263
C -2.624 -1.289 1.550
C -1.603 -2.314 1.957
C -1.975 -3.649 1.933
C -1.071 -4.635 2.272
C 0.216 -4.284 2.630
C 0.635 -2.962 2.666
C 2.052 -2.682 3.073
C -0.293 -1.967 2.320
N 0.027 -0.571 2.313
C -0.331 0.221 3.549
C -1.005 -0.535 4.668
C -0.444 2.552 2.298
C -0.474 4.023 2.599
N -0.293 2.106 1.104
C -0.413 3.047 0.029
C -1.655 3.641 -0.245
C -2.878 3.392 0.586
C -1.764 4.469 -1.356
C -0.679 4.731 -2.167
C 0.544 4.149 -1.885
C 0.687 3.303 -0.799
C 1.975 2.583 -0.548
H -3.362 -1.141 2.341
H -3.151 -1.650 0.666
H -2.163 -0.320 1.311
H -2.983 -3.904 1.641
H -1.362 -5.673 2.261
H 0.922 -5.057 2.893
H 2.544 -3.606 3.371
H 2.092 -1.986 3.910
H 2.619 -2.253 2.249
H -2.066 -0.650 4.458
H -0.886 0.024 5.594
H -0.567 -1.522 4.795
H 0.301 4.243 3.331
H -1.429 4.300 3.041
H -0.297 4.622 1.709
H -2.763 2.517 1.220
H -3.736 3.236 -0.063
H -3.090 4.255 1.218
H -2.727 4.892 -1.596
H -0.785 5.373 -3.028
H 1.391 4.331 -2.528
H 2.785 3.005 -1.135
H 1.844 1.528 -0.853
H 2.253 2.615 0.507
S -1.577 0.770 -1.241
C -1.995 -0.668 -2.106
C -3.094 -0.694 -2.955
C -3.414 -1.852 -3.648
C -4.543 -1.873 -4.493
N -5.471 -1.868 -5.165
C -2.607 -3.003 -3.496
C -1.503 -2.972 -2.647
C -1.194 -1.814 -1.944
S 0.178 -1.728 -0.869
C -2.960 -4.155 -4.229
N -3.277 -5.073 -4.840
H -3.702 0.190 -3.068
H -0.887 -3.851 -2.529
C 4.737 -0.656 0.047
C 5.319 -0.117 1.185
C 4.492 0.372 2.175
C 3.111 0.322 1.997
N 2.551 -0.162 0.873
C 3.357 -0.652 -0.064
C 2.163 0.732 3.039
C 2.406 1.765 3.959
C 1.428 2.323 4.810
C 0.072 2.280 4.711
C -0.698 1.711 3.536
C 1.023 -0.014 3.143
H 5.341 -1.076 -0.740
H 6.394 -0.098 1.300
H 4.903 0.762 3.092
H 2.869 -1.084 -0.928
H 3.408 2.158 4.044
H 1.818 2.904 5.640
H -0.517 2.736 5.493
H -1.774 1.819 3.732

Entry 2:
8
Properties=species:S:1:pos:R:3 method="wB97M-V/def2-TZVPD" smiles=[NH3+]CBr homo_lumo_gap_ha=0.3894 relative_energy_ev=0.885 total_energy_ha=-2669.54590 lumo_energy_ev=-4.737 molar_mass_g_mol=111.0 total_charge=+1
N -0.556 0.544 0.034
C 0.390 -0.678 0.000
Br 2.212 0.089 -0.253
H -1.757 0.340 -0.252
H -0.359 0.976 0.876
H -0.472 1.337 -0.655
H 0.385 -1.273 1.018
H 0.157 -1.336 -0.768

Entry 3:
12
Properties=species:S:1:pos:R:3 method="wB97M-V/def2-TZVPD" smiles="O=[SiH2].C=CN" homo_lumo_gap_ha=0.2523 relative_energy_ev=2.687 total_energy_ha=-499.81906 lumo_energy_ev=-0.435 molar_mass_g_mol=89.2
O -1.356 0.526 -0.330
Si -2.708 -0.050 -0.012
H -3.978 0.663 0.013
H -2.936 -1.449 0.325
C 0.919 1.125 -0.050
C 1.489 0.043 0.457
N 1.979 -1.021 -0.300
H 0.785 1.245 -1.109
H 0.638 1.947 0.579
H 1.652 -0.065 1.522
H 1.906 -1.922 0.145
H 1.610 -1.042 -1.242

Entry 4:
73
Properties=species:S:1:pos:R:3 method="wB97M-V/def2-TZVPD" homo_lumo_gap_ha=0.2116 total_energy_ha=-4370.07558 lumo_energy_ev=2.126 molar_mass_g_mol=702.4 total_charge=-1
Ca 2.656 1.684 0.398
O 5.281 5.105 0.703
C 4.707 4.067 0.444
N 3.373 3.841 0.238
C 2.465 4.851 0.322
O 2.615 6.024 0.605
C 1.032 4.396 -0.028
C 0.006 5.322 0.089
C -1.278 4.940 -0.255
C -1.501 3.645 -0.699
C -0.423 2.782 -0.771
N 0.821 3.144 -0.447
C 5.571 2.799 0.281
C 6.919 2.890 0.578
C 7.717 1.772 0.402
C 7.145 0.603 -0.067
C 5.786 0.589 -0.332
N 5.011 1.665 -0.165
H 0.253 6.312 0.442
H -2.099 5.641 -0.174
H -2.490 3.297 -0.966
H -0.554 1.750 -1.073
H 7.301 3.835 0.936
H 8.774 1.812 0.635
H 7.719 -0.303 -0.201
H 5.282 -0.326 -0.626
S 1.817 1.373 2.949
S 2.380 -0.605 3.345
S 4.077 -1.032 2.261
S 3.589 -2.186 0.588
C -3.734 -2.778 2.012
C -2.339 -2.319 1.560
C -2.511 -0.906 0.983
C -1.488 -2.235 2.838
C -1.729 -3.379 0.571
O -1.684 -4.626 1.301
C -2.535 -3.725 -0.699
C -2.406 -2.946 -2.017
C -3.214 -1.684 -2.171
C -2.591 -0.488 -2.508
C -3.308 0.695 -2.612
C -4.672 0.676 -2.382
Cl -5.583 2.161 -2.487
C -5.329 -0.505 -2.078
C -4.593 -1.677 -1.983
C -0.227 -3.242 0.261
N 0.251 -2.001 -0.317
C 0.828 -0.991 0.322
N 1.228 -0.075 -0.542
C 0.938 -0.639 -1.742
N 0.351 -1.809 -1.663
H -4.163 -2.006 2.655
H -3.698 -3.694 2.607
H -4.430 -2.918 1.183
H -2.710 -0.220 1.811
H -3.359 -0.847 0.304
H -1.631 -0.535 0.462
H -2.060 -1.720 3.612
H -0.573 -1.666 2.720
H -1.227 -3.225 3.212
H -2.589 -4.920 1.443
H -3.589 -3.819 -0.422
H -2.211 -4.744 -0.923
H -2.724 -3.639 -2.802
H -1.356 -2.723 -2.224
H -1.516 -0.480 -2.655
H -2.815 1.626 -2.860
H -6.398 -0.501 -1.914
H -5.107 -2.599 -1.734
H 0.066 -4.042 -0.416
H 0.331 -3.392 1.184
H 0.987 -0.942 1.388
H 1.173 -0.186 -2.692

Entry 5:
94
Properties=species:S:1:pos:R:3 method="wB97M-V/def2-TZVPD" homo_lumo_gap_ha=0.2550 relative_energy_ev=0.411 total_energy_ha=-7844.54568 lumo_energy_ev=-3.136 molar_mass_g_mol=841.2 total_charge=+1
Fe -1.395 -1.091 -1.033
C -7.170 -0.822 -4.560
C -6.124 -0.803 -3.483
C -6.089 0.135 -2.498
C -5.114 0.098 -1.463
C -4.857 1.143 -0.582
N -5.305 2.378 -0.634
C -4.789 3.438 0.235
C -3.375 3.902 -0.129
C -2.344 2.790 0.045
N -0.991 3.343 0.088
C -0.047 2.996 0.922
C 0.021 1.827 1.718
C 0.720 1.897 2.948
C 0.863 0.813 3.770
C 1.541 0.896 5.110
C 0.389 -0.421 3.283
C -0.206 -0.583 2.052
C -0.497 -1.940 1.608
N -0.899 -2.298 0.449
C -1.074 -3.729 0.206
C -0.290 -4.167 -1.029
C -0.861 -3.665 -2.373
N -1.872 -2.635 -2.168
C -3.017 -2.793 -2.696
C -4.103 -1.837 -2.537
C -5.090 -1.778 -3.482
C -4.127 -0.946 -1.404
O -3.304 -1.033 -0.444
C -0.448 0.564 1.219
O -0.982 0.489 0.080
H -7.871 0.002 -4.442
H -7.740 -1.752 -4.537
H -6.716 -0.740 -5.549
H -6.845 0.914 -2.486
H -4.142 0.926 0.204
H -5.909 2.647 -1.397
H -4.811 3.073 1.264
H -5.481 4.275 0.175
H -3.138 4.740 0.531
H -3.356 4.273 -1.157
H -2.408 2.051 -0.750
H -2.490 2.278 0.998
H -0.813 4.142 -0.507
H 0.770 3.710 1.001
H 1.113 2.860 3.263
H 1.813 1.923 5.347
H 2.452 0.295 5.130
H 0.889 0.532 5.906
H 0.540 -1.306 3.896
H -0.309 -2.714 2.356
H -2.141 -3.915 0.066
H -0.744 -4.307 1.073
H -0.262 -5.257 -1.044
H 0.746 -3.842 -0.906
H -1.288 -4.497 -2.938
H -0.067 -3.226 -2.978
H -3.207 -3.664 -3.326
H -5.067 -2.497 -4.296
O 1.253 3.376 -3.139
C 2.163 2.496 -2.760
O 3.329 2.777 -2.623
C 1.687 1.116 -2.458
C 2.525 0.107 -2.032
N 1.746 -0.929 -1.684
N 0.445 -0.663 -1.860
C 0.398 0.561 -2.367
C -0.969 1.115 -2.619
O -1.086 2.288 -3.014
O -1.912 0.311 -2.379
H 0.334 2.970 -3.177
H 3.597 0.080 -1.942
H 2.036 -1.786 -1.242
C 7.209 -1.175 4.238
Ge 6.271 -1.102 2.527
C 6.038 -2.897 1.798
C 7.225 0.024 1.250
C 4.473 -0.351 2.840
Se 3.421 -0.129 1.205
C 3.999 1.675 0.771
H 8.202 -1.607 4.109
H 6.661 -1.791 4.951
H 7.325 -0.178 4.662
H 7.007 -3.353 1.593
H 5.473 -2.858 0.866
H 5.505 -3.535 2.504
H 8.226 -0.369 1.074
H 7.324 1.044 1.623
H 6.699 0.047 0.295
H 4.516 0.623 3.331
H 3.897 -1.013 3.490
H 5.084 1.730 0.745
H 3.608 2.365 1.519
H 3.612 1.935 -0.214

Entry 6:
120
Properties=species:S:1:pos:R:3 method="wB97M-V/def2-TZVPD" smiles="CC1(C)CCCC(C)(C)N1O.CC1(C)CCCC(C)(C)N1O.NC(N)=O.NC(N)=O.NC(N)=O.CCO.CCO.CCO.CCO" homo_lumo_gap_ha=0.2966 relative_energy_ev=7.049 total_energy_ha=-2264.33592 lumo_energy_ev=0.178 molar_mass_g_mol=679.0
C 12.984 -12.124 8.148
C 14.290 -12.617 8.764
C 14.477 -14.149 8.677
C 15.428 -12.002 7.814
C 16.772 -11.918 8.563
C 16.562 -11.128 9.900
C 15.597 -11.791 10.803
C 16.221 -13.070 11.434
C 15.188 -10.727 11.911
N 14.361 -12.202 10.156
O 13.453 -12.750 11.052
H 12.147 -12.762 8.435
H 12.707 -11.150 8.552
H 12.978 -12.015 7.064
H 13.817 -14.742 9.311
H 14.586 -14.450 7.635
H 15.444 -14.351 9.139
H 15.501 -12.574 6.889
H 15.250 -10.957 7.560
H 17.200 -12.920 8.577
H 17.463 -11.369 7.923
H 16.261 -10.117 9.623
H 17.490 -11.310 10.441
H 16.545 -13.669 10.583
H 15.489 -13.673 11.971
H 17.074 -12.842 12.072
H 14.450 -11.121 12.610
H 14.750 -9.816 11.503
H 16.101 -10.333 12.357
H 12.837 -12.033 11.220
C 10.831 -18.540 20.722
C 12.141 -18.031 20.053
C 11.630 -17.004 18.994
C 12.847 -17.318 21.235
C 14.312 -17.031 21.162
C 15.056 -18.309 20.664
C 14.459 -18.882 19.351
C 14.987 -18.039 18.117
C 15.064 -20.281 18.968
N 12.998 -19.037 19.469
O 12.371 -19.699 18.421
H 10.211 -17.796 21.223
H 10.060 -18.833 20.010
H 11.102 -19.334 21.418
H 10.774 -16.420 19.333
H 12.522 -16.643 18.481
H 11.225 -17.469 18.095
H 12.504 -16.317 21.497
H 12.628 -17.823 22.176
H 14.529 -16.236 20.448
H 14.700 -16.740 22.138
H 15.131 -19.066 21.445
H 16.115 -18.130 20.481
H 14.890 -16.986 18.381
H 14.338 -18.182 17.253
H 16.001 -18.254 17.779
H 14.667 -20.742 18.064
H 14.839 -21.004 19.752
H 16.141 -20.162 18.849
H 12.553 -19.086 17.705
N 12.606 -23.393 23.577
C 12.446 -24.488 22.911
N 12.277 -24.186 21.644
O 12.105 -25.510 23.366
H 12.613 -23.447 24.586
H 12.898 -22.607 23.014
H 12.237 -23.246 21.278
H 11.904 -24.931 21.072
N 24.699 -15.505 18.016
C 23.399 -15.722 18.190
N 22.999 -16.632 17.365
O 22.668 -15.290 19.062
H 25.139 -14.937 18.726
H 25.188 -16.035 17.308
H 22.166 -17.173 17.546
H 23.499 -16.747 16.495
N 17.681 -22.396 9.448
C 16.971 -21.825 10.371
N 17.533 -21.688 11.532
O 15.842 -21.372 10.071
H 17.367 -22.269 8.496
H 18.665 -22.353 9.672
H 16.956 -21.363 12.295
H 18.443 -22.119 11.616
C 11.170 -16.222 28.599
C 11.342 -17.612 29.220
O 12.002 -18.510 28.286
H 10.437 -15.696 29.211
H 10.707 -16.384 27.625
H 12.037 -15.580 28.441
H 10.355 -17.928 29.558
H 11.898 -17.592 30.157
H 11.824 -19.405 28.584
C 8.482 -19.587 12.251
C 9.746 -18.855 11.693
O 10.827 -18.862 12.584
H 8.142 -19.087 13.158
H 8.928 -20.559 12.462
H 7.652 -19.775 11.570
H 9.523 -17.802 11.526
H 10.062 -19.230 10.719
H 11.610 -19.107 12.085
C 18.752 -9.559 21.432
C 19.640 -9.418 20.176
O 20.997 -9.952 20.303
H 19.347 -9.182 22.264
H 18.574 -10.615 21.632
H 17.785 -9.076 21.292
H 19.665 -8.351 19.954
H 19.261 -9.874 19.261
H 20.907 -10.907 20.267
C 12.029 -28.214 15.537
C 12.389 -27.203 14.449
O 13.746 -26.938 14.634
H 12.545 -29.170 15.451
H 10.981 -28.510 15.498
H 12.132 -27.923 16.582
H 11.755 -26.329 14.598
H 12.129 -27.544 13.447
H 13.836 -25.982 14.622

Entry 7:
55
Properties=species:S:1:pos:R:3 method="wB97M-V/def2-TZVPD" homo_lumo_gap_ha=0.3381 relative_energy_ev=0.774 total_energy_ha=-1641.99287 lumo_energy_ev=-2.654 molar_mass_g_mol=342.4 total_charge=+1
C -2.095 -1.168 -0.324
O -2.573 0.126 -0.669
C -0.595 -1.289 -0.716
C -0.348 -2.621 -1.339
S 1.139 -3.649 -0.860
N -0.057 -0.108 -1.535
H -2.261 -1.433 0.736
H -2.726 -1.680 -1.047
H -2.140 0.832 -0.122
H -0.013 -1.177 0.221
H -1.150 -3.303 -1.004
H -0.340 -2.584 -2.441
H 0.567 -4.840 -1.020
H 0.889 -0.419 -1.771
H -0.623 0.122 -2.359
H 0.033 0.663 -0.865
H -2.553 -0.459 3.026
H -4.000 0.315 3.249
O -3.328 0.014 2.637
H -0.829 -1.704 3.877
H -1.204 -0.640 4.912
O -1.576 -1.181 4.206
H -1.356 -0.922 -4.471
H 0.082 -0.468 -4.580
O -0.458 -1.180 -4.224
H 1.239 1.647 0.905
H 0.970 2.677 -0.228
O 1.281 1.779 -0.059
H 3.313 -2.642 0.800
H 3.292 -1.269 1.133
O 3.284 -2.112 1.609
H 1.298 1.840 2.993
H 2.822 1.218 3.031
O 1.968 1.242 2.590
H 2.737 -0.418 -4.018
H 2.714 0.619 -3.060
O 2.049 0.141 -3.629
H 0.733 1.686 -3.837
H -0.731 2.214 -4.235
O -0.218 1.546 -3.765
H 4.154 -0.152 -0.413
H 3.171 0.987 -0.165
O 3.401 0.298 -0.816
H 1.185 -0.863 2.842
H 1.488 -2.350 2.528
O 0.924 -1.762 3.075
H -0.742 2.711 3.968
H -1.058 2.236 2.562
O -0.346 2.247 3.224
H -0.740 3.204 -1.868
H -2.108 3.695 -1.324
O -1.398 3.060 -1.178
H -2.729 2.418 0.880
H -2.380 1.000 1.666
O -2.059 1.857 1.269

Entry 8:
30
Properties=species:S:1:pos:R:3 method="wB97M-V/def2-TZVPD" smiles=O.O.O.O.O.O.O.O.O.O homo_lumo_gap_ha=0.3567 relative_energy_ev=2.537 total_energy_ha=-764.38870 lumo_energy_ev=-0.480 molar_mass_g_mol=180.2
O -19.507 -5.447 11.104
H -19.236 -4.797 11.760
H -20.203 -5.949 11.547
O -15.808 -7.930 12.441
H -15.479 -7.110 12.060
H -16.670 -8.045 12.022
O -19.596 -9.341 8.260
H -19.673 -9.505 7.313
H -20.306 -8.717 8.451
O -19.130 -5.603 14.302
H -19.449 -6.395 14.763
H -19.221 -4.886 14.938
O -17.012 -8.132 9.371
H -17.811 -8.084 8.834
H -17.083 -8.972 9.863
O -17.950 -10.933 13.389
H -18.316 -10.333 12.721
H -17.437 -10.355 13.965
O -18.811 -8.771 11.803
H -19.149 -8.804 10.900
H -19.252 -8.019 12.221
O -20.444 -8.289 15.029
H -20.927 -8.213 14.193
H -20.895 -7.693 15.638
O -21.480 -7.088 12.503
H -21.768 -7.710 11.822
H -22.285 -6.643 12.797
O -16.832 -10.807 10.447
H -17.039 -10.831 11.394
H -16.219 -11.538 10.323

Entry 9:
22
Properties=species:S:1:pos:R:3 method="wB97M-V/def2-TZVPD" homo_lumo_gap_ha=0.1432 relative_energy_ev=7.339 total_energy_ha=-420.53541 lumo_energy_ev=-3.883 molar_mass_g_mol=122.2
N 1.069 2.192 1.412
C 0.121 -1.881 0.129
C -0.863 -1.847 1.244
O -1.186 -0.462 1.620
C -0.321 -1.452 -1.206
N -0.198 0.003 -1.382
C 1.202 0.487 -1.432
H 1.462 2.934 1.960
H 0.835 1.368 1.933
H 0.814 -2.725 0.126
H -0.568 -2.297 2.177
H -1.803 -2.310 0.914
H -0.731 0.102 0.995
H 0.245 -1.925 -2.019
H -1.379 -1.680 -1.318
H -0.795 0.543 -0.749
H 1.332 1.481 -1.031
H 1.851 -0.171 -0.848
H 1.536 0.445 -2.464
H -1.908 2.395 -0.585
H 0.313 2.480 0.747
O -1.028 2.321 -0.224